The following is a DFT calculation (the ωB97M-V functional and the def2-TZVPD basis) of 3 unconnected molecules or ions with the total composition C17H19F2N3O8P at a distorted geometry.

calculated total energy: -53490.033 eV
orbital gap: 6.43 eV
HOMO energy: -0.438 Ha
net charge: +1
multiplicity: 1

CARTESIAN COORDINATES (ANGSTROEM)
1 C 2.1672 -3.8636 -0.5899
2 C 2.1069 -2.9046 -1.3541
3 C 2.0404 -1.5711 -2.2100
4 C 1.4197 -0.4826 -1.2241
5 C 2.3224 0.4659 -0.5069
6 F 3.6731 0.3857 -0.7584
7 C 1.7267 1.4489 0.4468
8 C 2.5604 2.4735 1.3022
9 O 3.9435 2.5856 0.9152
10 N 4.2594 3.8987 0.5356
11 O 3.9102 4.0057 -0.5907
12 C 0.2154 1.4453 0.6380
13 F -0.4235 2.3265 1.4950
14 C -0.6090 0.4417 -0.1367
15 P -2.4907 0.3532 0.0875
16 N -3.3028 1.2645 -0.9287
17 N 0.0288 -0.4784 -1.0321
18 C -0.8399 -1.4570 -1.7477
19 C -1.4504 -0.9983 -2.9893
20 H 2.1428 -4.4347 0.3838
21 H 1.3825 -1.7775 -3.1007
22 H 3.1145 -1.3273 -2.4811
23 H 2.0887 3.5035 1.3458
24 H 2.5563 2.0813 2.3777
25 H -2.7271 0.7026 1.4629
26 H -2.9218 -1.0123 -0.0582
27 H -3.9214 0.6162 -1.4445
28 H -1.0326 -2.5001 -1.3524
29 H -2.4577 -0.4757 -2.8961
30 H -0.9865 -1.1952 -4.0120
31 C -7.2208 2.5269 1.0727
32 C -8.3704 1.8914 0.3475
33 O -7.7332 0.8965 -0.4474
34 C -6.5542 0.5963 0.1533
35 O -5.8500 -0.3185 -0.1624
36 O -6.2751 1.4655 1.1592
37 H -7.4979 2.8829 2.0649
38 H -6.7751 3.3521 0.5112
39 H -9.0759 1.4039 1.0254
40 H -8.9130 2.6003 -0.2776
41 C 5.7349 -1.7705 0.3859
42 C 5.9432 -1.3291 1.8048
43 O 5.1167 -2.2251 2.5395
44 C 4.9566 -3.3432 1.7776
45 O 4.4564 -4.3550 2.1632
46 O 5.4395 -3.1552 0.5192
47 H 6.6207 -1.6205 -0.2319
48 H 4.8845 -1.2737 -0.0859
49 H 6.9786 -1.4504 2.1337
50 H 5.6389 -0.2949 1.9700

Forces on atoms 1 to 2 (eV/Å):
C -0.4 1.9 0.5
C 0.0 0.2 0.3